[1]
{"formula": "C37H52As3BaCl2FN8O5S", "method": "ωB97M-V with the def2-TZVPD basis set", "orbital_gap_ev": 7.374, "homo_ev": -7.35, "e_above_lowest_kcal_mol": 0.0, "species": ["Ba", "Cl", "C", "C", "C", "C", "C", "Cl", "C", "S", "H", "H", "H", "C", "As", "C", "C", "C", "C", "C", "As", "C", "C", "C", "As", "C", "C", "H", "H", "H", "H", "H", "H", "H", "H", "H", "H", "H", "H", "H", "H", "H", "H", "H", "H", "H", "H", "H", "H", "H", "H", "H", "H", "H", "C", "C", "N", "C", "C", "N", "C", "N", "N", "N", "C", "C", "C", "C", "C", "C", "H", "H", "H", "H", "H", "H", "H", "H", "H", "H", "H", "F", "C", "C", "N", "C", "C", "O", "O", "C", "O", "N", "C", "O", "H", "H", "H", "H", "C", "N", "C", "C", "O", "H", "H", "H", "H", "H", "H", "H"], "positions_angstrom": [[0.573, 0.466, 0.234], [-1.047, 2.913, 1.968], [-0.733, 2.834, 3.685], [-0.887, 4.002, 4.408], [-0.661, 3.984, 5.774], [-0.280, 2.798, 6.383], [-0.130, 1.647, 5.630], [0.371, 0.206, 6.466], [-0.353, 1.602, 4.239], [-0.152, 0.152, 3.309], [-1.184, 4.908, 3.898], [-0.771, 4.887, 6.359], [-0.089, 2.759, 7.446], [2.275, -3.455, -1.785], [2.392, -1.510, -1.954], [4.185, -1.332, -1.207], [2.944, -1.274, -3.831], [1.862, -1.296, -4.920], [0.875, -2.442, -4.703], [1.101, 0.046, -4.991], [0.266, 0.911, -3.412], [-0.718, 2.216, -4.498], [-1.268, -0.286, -3.124], [2.557, -1.429, -6.293], [3.439, -3.049, -7.031], [4.072, -4.083, -5.484], [1.871, -4.164, -7.433], [3.083, -3.944, -2.331], [1.315, -3.828, -2.135], [2.376, -3.684, -0.724], [4.905, -1.898, -1.799], [4.182, -1.709, -0.186], [4.482, -0.285, -1.176], [3.696, -2.040, -4.025], [3.463, -0.310, -3.859], [0.303, -2.302, -3.784], [1.391, -3.398, -4.627], [0.166, -2.504, -5.532], [0.301, -0.046, -5.732], [1.789, 0.811, -5.366], [-1.287, 1.700, -5.273], [-0.020, 2.908, -4.969], [-1.399, 2.785, -3.868], [-1.572, -0.741, -4.067], [-2.087, 0.317, -2.737], [-1.043, -1.071, -2.400], [3.322, -0.650, -6.361], [1.833, -1.197, -7.084], [4.936, -3.602, -5.028], [4.394, -5.049, -5.873], [3.306, -4.251, -4.728], [1.191, -3.610, -8.080], [1.335, -4.486, -6.542], [2.212, -5.044, -7.977], [-3.390, 0.966, -0.167], [-2.708, 2.205, -0.630], [-1.436, 2.298, -0.957], [-1.218, 3.619, -1.287], [-2.365, 4.328, -1.148], [-3.314, 3.418, -0.728], [-4.686, 3.749, -0.401], [-4.772, 4.721, 0.649], [-4.929, 6.031, 0.329], [-4.877, 6.736, 1.388], [-4.663, 5.896, 2.464], [-4.529, 6.180, 3.827], [-4.317, 5.116, 4.669], [-4.238, 3.793, 4.182], [-4.371, 3.500, 2.846], [-4.586, 4.588, 1.994], [-2.701, 0.125, -0.223], [-4.263, 0.729, -0.779], [-3.710, 1.058, 0.873], [-0.246, 3.972, -1.590], [-2.602, 5.369, -1.285], [-5.199, 2.839, -0.098], [-5.185, 4.176, -1.268], [-4.590, 7.197, 4.189], [-4.199, 5.286, 5.731], [-4.049, 2.990, 4.883], [-4.289, 2.484, 2.484], [1.113, -4.033, 5.146], [2.244, -3.576, 4.578], [2.388, -2.283, 4.276], [3.540, -1.792, 3.704], [3.513, -0.429, 3.198], [2.820, -0.347, 1.845], [2.916, 0.756, 1.241], [2.111, -1.313, 1.465], [4.558, -2.627, 3.305], [5.525, -2.248, 2.678], [4.390, -3.948, 3.681], [3.286, -4.546, 4.289], [3.253, -5.734, 4.516], [1.600, -1.560, 4.462], [4.499, 0.017, 3.157], [2.884, 0.145, 3.883], [5.140, -4.571, 3.420], [-1.326, -3.318, 3.383], [-1.729, -2.581, 2.195], [-2.956, -1.806, 2.255], [-0.897, -2.415, 1.180], [-1.096, -1.651, 0.219], [-2.085, -4.056, 3.641], [-1.187, -2.621, 4.211], [-0.382, -3.827, 3.200], [-3.620, -2.262, 2.987], [-3.437, -1.809, 1.278], [-2.729, -0.781, 2.557], [0.010, -3.029, 1.234]]}

---

[2]
{"formula": "C3H9N2O", "method": "ωB97M-V with the def2-TZVPD basis set", "orbital_gap_ev": 9.816, "total_charge": 1, "smiles": "C=[N+](C)OCN", "homo_ev": -14.49, "e_above_lowest_kcal_mol": 108.2, "species": ["C", "N", "C", "O", "C", "N", "H", "H", "H", "H", "H", "H", "H", "H", "H"], "positions_angstrom": [[0.252, 1.534, 0.812], [-0.245, 0.958, -0.228], [0.302, 1.217, -1.638], [-0.926, -0.140, -0.168], [-0.278, -1.643, 0.099], [-0.385, -2.030, 1.363], [0.838, 2.393, 0.651], [0.123, 1.308, 1.879], [1.442, 1.180, -1.452], [-0.200, 0.391, -2.324], [-0.059, 2.248, -1.942], [0.734, -1.444, -0.122], [-0.821, -2.239, -0.769], [0.294, -2.048, 2.104], [-1.249, -2.389, 1.744]]}

---

[3]
{"formula": "C36H30BaN7O12S2", "method": "ωB97M-V with the def2-TZVPD basis set", "orbital_gap_ev": 6.959, "total_charge": -1, "homo_ev": -5.84, "e_above_lowest_kcal_mol": 0.0, "species": ["Ba", "C", "O", "C", "N", "C", "C", "C", "C", "C", "C", "C", "C", "C", "C", "C", "C", "N", "C", "N", "C", "C", "O", "C", "C", "C", "C", "C", "C", "H", "H", "H", "H", "H", "H", "H", "H", "H", "H", "H", "H", "H", "H", "H", "H", "H", "H", "H", "O", "S", "O", "O", "O", "C", "C", "C", "C", "N", "C", "S", "N", "C", "H", "H", "H", "H", "H", "H", "H", "H", "O", "C", "O", "C", "C", "C", "C", "C", "C", "N", "O", "O", "N", "O", "O", "H", "H", "H"], "positions_angstrom": [[-0.010, -1.575, 0.301], [0.895, 1.330, -4.245], [-0.138, 1.700, -3.301], [0.486, 1.754, -2.101], [1.743, 1.639, -2.050], [2.202, 1.493, -3.437], [3.206, 0.380, -3.621], [3.825, 0.213, -4.857], [4.779, -0.777, -5.039], [5.121, -1.613, -3.983], [4.501, -1.454, -2.752], [3.547, -0.461, -2.571], [-0.387, 2.047, -0.938], [-1.516, 2.838, -1.096], [-2.260, 3.159, 0.023], [-1.860, 2.682, 1.260], [-0.733, 1.879, 1.308], [-0.008, 1.555, 0.241], [-0.228, 1.287, 2.576], [0.484, 1.862, 3.440], [0.934, 0.817, 4.382], [0.090, -0.420, 3.997], [-0.513, -0.040, 2.729], [2.416, 0.559, 4.241], [3.223, 0.465, 5.368], [4.564, 0.126, 5.246], [5.099, -0.136, 3.994], [4.296, -0.048, 2.864], [2.965, 0.310, 2.988], [0.721, 0.299, -4.554], [0.820, 2.006, -5.096], [2.701, 2.429, -3.712], [3.569, 0.872, -5.682], [5.264, -0.888, -6.002], [5.871, -2.383, -4.121], [4.749, -2.093, -1.911], [3.081, -0.349, -1.604], [-1.795, 3.178, -2.083], [-3.147, 3.773, -0.067], [-2.405, 2.910, 2.165], [0.722, 1.141, 5.402], [0.687, -1.316, 3.829], [-0.723, -0.616, 4.696], [2.798, 0.656, 6.348], [5.185, 0.055, 6.130], [6.138, -0.425, 3.898], [4.687, -0.289, 1.884], [2.358, 0.363, 2.093], [3.794, -3.598, 0.939], [2.508, -2.934, 0.929], [1.505, -3.690, 0.056], [1.859, -2.790, 2.247], [2.567, -1.572, 0.306], [3.573, -5.174, -1.693], [2.894, -4.458, -2.811], [3.205, -4.609, -4.137], [2.490, -3.831, -5.063], [1.514, -3.014, -4.716], [1.192, -2.899, -3.411], [-0.076, -1.906, -2.909], [1.909, -3.607, -2.487], [2.839, -3.871, -6.519], [4.469, -5.672, -2.057], [2.897, -5.921, -1.271], [3.824, -4.492, -0.876], [3.996, -5.276, -4.446], [1.707, -3.477, -1.462], [3.309, -4.814, -6.797], [3.541, -3.060, -6.730], [1.946, -3.703, -7.117], [-2.426, -0.136, -0.826], [-2.999, -1.135, -0.356], [-2.571, -1.880, 0.565], [-4.351, -1.509, -0.945], [-4.969, -2.701, -0.598], [-6.200, -3.002, -1.156], [-6.847, -2.161, -2.040], [-6.203, -0.982, -2.357], [-4.968, -0.642, -1.835], [-6.871, -0.052, -3.288], [-7.918, -0.412, -3.788], [-6.338, 1.018, -3.494], [-6.865, -4.268, -0.791], [-7.967, -4.481, -1.260], [-6.276, -5.019, -0.043], [-4.489, -3.370, 0.101], [-7.808, -2.412, -2.459], [-4.471, 0.277, -2.111]]}

---

[4]
{"formula": "C40H31BrCoF14N3O2PSe2", "method": "ωB97M-V with the def2-TZVPD basis set", "orbital_gap_ev": [4.870, 4.875], "total_charge": -2, "homo_ev": [-1.34, -1.34], "multiplicity": 4, "species": ["Co", "C", "N", "C", "C", "N", "C", "C", "F", "C", "F", "C", "F", "C", "F", "C", "F", "C", "C", "N", "C", "C", "F", "C", "F", "C", "F", "C", "F", "C", "F", "H", "H", "H", "H", "H", "H", "H", "H", "H", "H", "H", "F", "C", "C", "F", "C", "F", "C", "P", "C", "C", "C", "C", "C", "C", "C", "C", "C", "C", "C", "C", "C", "Br", "C", "F", "H", "H", "H", "H", "H", "H", "H", "H", "H", "H", "O", "C", "C", "C", "O", "C", "Se", "C", "Se", "H", "H", "H", "H", "H", "H", "H", "H", "H", "H"], "positions_angstrom": [[-0.826, 1.767, 0.558], [-3.760, 0.971, 0.588], [-2.474, 0.272, 0.517], [-2.483, -0.725, -0.584], [-2.658, -0.145, -2.001], [-1.930, -0.992, -2.919], [-2.046, -0.772, -4.206], [-2.711, 0.281, -4.910], [-3.329, 1.281, -4.213], [-2.752, 0.392, -6.286], [-3.418, 1.429, -6.843], [-2.129, -0.522, -7.112], [-2.196, -0.427, -8.467], [-1.451, -1.568, -6.491], [-0.833, -2.492, -7.264], [-1.405, -1.680, -5.128], [-0.722, -2.729, -4.617], [-2.186, -0.407, 1.787], [-2.002, 0.552, 2.951], [-1.069, 1.594, 2.565], [-0.535, 2.354, 3.537], [-0.942, 2.451, 4.888], [-2.040, 1.789, 5.339], [-0.307, 3.249, 5.823], [-0.777, 3.279, 7.084], [0.779, 4.028, 5.486], [1.403, 4.799, 6.401], [1.212, 3.983, 4.170], [2.281, 4.702, 3.804], [0.576, 3.185, 3.249], [1.085, 3.162, 2.007], [-4.564, 0.260, 0.836], [-3.973, 1.448, -0.364], [-3.724, 1.755, 1.340], [-3.283, -1.455, -0.357], [-1.530, -1.255, -0.582], [-2.297, 0.894, -1.980], [-3.733, -0.097, -2.246], [-1.260, -0.964, 1.642], [-2.980, -1.135, 2.028], [-1.625, -0.040, 3.796], [-2.973, 0.950, 3.264], [6.704, -2.146, 3.884], [5.500, -2.121, 3.309], [4.879, -3.305, 2.959], [5.485, -4.471, 3.198], [3.630, -3.262, 2.367], [3.073, -4.441, 2.082], [2.971, -2.070, 2.097], [1.344, -1.998, 1.199], [0.330, -3.116, 2.229], [-0.794, -3.711, 1.653], [-1.695, -4.421, 2.431], [-1.499, -4.534, 3.801], [-0.396, -3.929, 4.386], [0.509, -3.224, 3.606], [1.706, -3.002, -0.291], [1.529, -4.379, -0.411], [1.782, -5.013, -1.617], [2.216, -4.279, -2.714], [2.388, -2.909, -2.604], [2.125, -2.269, -1.401], [3.606, -0.885, 2.487], [2.807, 0.800, 2.268], [4.860, -0.917, 3.076], [5.488, 0.198, 3.449], [-0.974, -3.607, 0.589], [-2.560, -4.874, 1.964], [-2.207, -5.083, 4.410], [-0.241, -3.998, 5.455], [1.358, -2.747, 4.081], [1.182, -4.959, 0.434], [1.625, -6.081, -1.704], [2.388, -4.773, -3.662], [2.676, -2.323, -3.467], [2.184, -1.187, -1.340], [1.889, 4.381, -4.200], [0.544, 4.521, -3.722], [0.336, 3.801, -2.383], [1.198, 4.488, -1.322], [0.761, 5.813, -1.026], [-1.179, 3.942, -2.107], [-1.792, 3.861, -0.241], [0.760, 2.348, -2.577], [0.692, 1.067, -1.081], [2.147, 5.219, -4.587], [-0.150, 4.108, -4.465], [0.312, 5.579, -3.571], [2.223, 4.569, -1.692], [1.211, 3.878, -0.418], [-0.029, 5.689, -0.470], [-1.720, 3.194, -2.690], [-1.508, 4.924, -2.452], [1.787, 2.322, -2.939], [0.129, 1.907, -3.351]]}

---

[5]
{"formula": "C4H5N3O", "method": "ωB97M-V with the def2-TZVPD basis set", "orbital_gap_ev": 8.469, "smiles": "c1cnocn[nH]c1", "homo_ev": -8.56, "e_above_lowest_kcal_mol": 170.4, "species": ["C", "C", "N", "O", "C", "N", "N", "C", "H", "H", "H", "H", "H"], "positions_angstrom": [[-0.650, -1.156, 0.539], [0.341, -0.654, 1.624], [0.887, 0.465, 1.866], [0.313, 1.326, 1.042], [0.828, 1.844, -0.335], [0.783, 1.059, -1.420], [-0.207, 0.105, -1.595], [-0.958, -0.691, -0.665], [-1.101, -2.031, 0.991], [0.539, -1.543, 2.246], [1.540, 2.660, -0.311], [-0.507, -0.235, -2.644], [-1.809, -1.149, -1.337]]}

---

[6]
{"formula": "C37H62BN12PtS3", "method": "ωB97M-V with the def2-TZVPD basis set", "orbital_gap_ev": 5.619, "total_charge": 1, "homo_ev": -8.77, "species": ["Pt", "C", "C", "C", "C", "N", "C", "C", "N", "B", "N", "C", "C", "N", "C", "S", "C", "C", "C", "C", "N", "C", "C", "N", "C", "S", "C", "C", "C", "C", "C", "S", "H", "H", "H", "H", "H", "H", "H", "H", "H", "H", "H", "H", "H", "H", "H", "H", "H", "H", "H", "H", "H", "H", "H", "H", "H", "H", "H", "H", "H", "H", "H", "H", "H", "H", "C", "N", "C", "C", "N", "C", "C", "C", "C", "C", "C", "N", "C", "N", "C", "C", "N", "C", "C", "N", "C", "C", "H", "H", "H", "H", "H", "H", "H", "H", "H", "H", "H", "H", "H", "H", "H", "H", "H", "H", "H", "H", "H", "H", "H", "H", "H", "H", "H", "H"], "positions_angstrom": [[-0.485, -0.852, 0.234], [0.055, -0.910, -6.388], [-0.877, 0.247, -6.018], [-0.929, 1.226, -7.191], [-2.284, -0.282, -5.721], [-0.360, 0.934, -4.824], [-0.037, 2.270, -4.751], [0.362, 2.535, -3.491], [0.289, 1.376, -2.761], [0.649, 1.174, -1.294], [0.138, 2.356, -0.454], [0.701, 3.601, -0.344], [-0.173, 4.415, 0.285], [-1.297, 3.681, 0.583], [-1.088, 2.414, 0.129], [-2.204, 1.151, 0.261], [-2.557, 4.225, 1.118], [-3.633, 4.084, 0.038], [-2.984, 3.481, 2.386], [-2.373, 5.707, 1.448], [2.154, 0.914, -1.164], [3.135, 1.762, -1.615], [4.331, 1.199, -1.369], [4.115, -0.029, -0.788], [2.769, -0.197, -0.678], [2.000, -1.569, -0.055], [5.251, -0.821, -0.284], [4.913, -2.300, -0.118], [6.416, -0.705, -1.277], [5.658, -0.225, 1.068], [-0.160, 0.398, -3.589], [-0.424, -1.180, -3.096], [-0.385, -1.478, -7.203], [0.199, -1.577, -5.543], [1.024, -0.535, -6.709], [-1.287, 0.706, -8.075], [0.059, 1.623, -7.415], [-1.610, 2.048, -6.991], [-2.698, -0.743, -6.614], [-2.945, 0.523, -5.407], [-2.249, -1.027, -4.932], [-0.092, 2.934, -5.586], [0.654, 3.464, -3.046], [0.054, 0.184, -0.920], [1.692, 3.809, -0.693], [-0.071, 5.457, 0.502], [-3.757, 3.043, -0.247], [-3.358, 4.662, -0.842], [-4.580, 4.454, 0.418], [-3.185, 2.435, 2.179], [-3.891, 3.940, 2.765], [-2.219, 3.542, 3.155], [-2.080, 6.276, 0.569], [-1.639, 5.843, 2.241], [-3.321, 6.109, 1.794], [2.907, 2.681, -2.109], [5.308, 1.581, -1.569], [4.486, -2.706, -1.030], [4.212, -2.460, 0.693], [5.827, -2.842, 0.107], [6.078, -0.890, -2.294], [7.167, -1.450, -1.031], [6.902, 0.265, -1.238], [4.851, -0.335, 1.788], [5.898, 0.832, 0.974], [6.533, -0.749, 1.440], [-1.938, -5.968, 0.254], [-1.200, -4.749, 0.482], [0.035, -4.907, 1.210], [-1.751, -3.521, 0.261], [-1.593, -2.492, 1.077], [-1.359, -2.675, 2.429], [-1.982, -3.703, 3.141], [-1.643, -3.966, 4.454], [-0.655, -3.212, 5.071], [-0.127, -2.110, 4.422], [-0.534, -1.770, 3.130], [-0.075, -0.601, 2.525], [-0.023, 0.501, 3.234], [0.878, 1.473, 2.946], [0.789, 2.829, 3.423], [2.077, 1.190, 2.206], [-0.896, 0.796, 4.257], [-2.223, 0.232, 4.268], [-0.413, 1.152, 5.575], [-2.501, -3.376, -0.861], [-2.049, -3.988, -2.100], [-3.250, -2.147, -1.011], [-2.031, -6.512, 1.199], [-1.419, -6.613, -0.457], [-2.938, -5.749, -0.111], [-0.119, -5.142, 2.267], [0.616, -3.990, 1.136], [0.595, -5.719, 0.745], [-2.733, -4.302, 2.647], [-2.133, -4.767, 4.987], [-0.321, -3.462, 6.067], [0.608, -1.490, 4.916], [-0.198, 3.026, 3.827], [0.976, 3.512, 2.591], [1.546, 3.026, 4.187], [2.109, 0.125, 1.984], [2.950, 1.475, 2.801], [2.097, 1.766, 1.278], [-2.538, 0.023, 3.249], [-2.895, 0.973, 4.706], [-2.280, -0.690, 4.856], [0.650, 1.372, 5.562], [-0.584, 0.315, 6.262], [-0.951, 2.024, 5.952], [-2.271, -5.053, -2.147], [-0.974, -3.844, -2.224], [-2.548, -3.496, -2.929], [-3.714, -1.871, -0.067], [-4.023, -2.300, -1.758], [-2.598, -1.319, -1.330]]}

---

[7]
{"formula": "C5H10ClN2", "method": "ωB97M-V with the def2-TZVPD basis set", "orbital_gap_ev": 10.591, "total_charge": 1, "smiles": "CC[C@@]1(Cl)CNC=[NH+]1", "homo_ev": -14.59, "e_above_lowest_kcal_mol": 29.1, "species": ["C", "C", "C", "Cl", "C", "N", "C", "N", "H", "H", "H", "H", "H", "H", "H", "H", "H", "H"], "positions_angstrom": [[2.416, 0.309, -0.578], [1.289, 0.537, 0.359], [-0.046, -0.185, 0.173], [0.276, -2.093, 0.567], [-1.079, 0.128, 1.183], [-2.325, -0.171, 0.398], [-2.025, -0.374, -0.857], [-0.726, -0.349, -1.076], [3.107, 1.094, -0.606], [2.164, 0.111, -1.598], [2.972, -0.565, -0.311], [1.007, 1.660, 0.163], [1.481, 0.485, 1.430], [-1.122, -0.595, 2.055], [-1.098, 1.089, 1.564], [-3.231, 0.173, 0.848], [-2.799, -0.611, -1.709], [-0.261, -0.641, -2.005]]}

---

[8]
{"formula": "C2HO3S", "method": "ωB97M-V with the def2-TZVPD basis set", "orbital_gap_ev": 7.736, "total_charge": -1, "homo_ev": -3.84, "e_above_lowest_kcal_mol": 94.2, "species": ["C", "C", "O", "O", "O", "S", "H"], "positions_angstrom": [[-0.228, 0.866, 0.862], [-1.125, -0.182, 0.437], [-2.162, -0.774, 0.591], [-4.800, -0.871, -0.084], [-3.802, 1.228, 0.576], [-3.666, 0.044, -0.323], [0.831, 0.879, 0.742]]}